(1)
Density functional theory data (ωB97M-V/def2-TZVPD) for a 6-piece molecular cluster, C54H114N6O6 overall at a distorted geometry.

Atoms and positions in Å:
C 6.11838 1.84485 1.86962
C 4.68488 1.28985 1.41242
C 3.78218 0.92093 2.69302
C 3.97208 2.47978 0.81156
C 4.17583 2.81202 -0.71355
C 4.13463 1.50742 -1.44833
C 5.07387 0.41059 -0.99625
C 4.60339 -0.96761 -1.59100
C 6.54066 0.77056 -1.48937
N 4.84194 0.21406 0.46198
O 5.53891 -0.78231 1.05094
H 6.65629 2.05582 0.94537
H 5.97614 2.73307 2.48520
H 6.63551 1.10208 2.47706
H 3.34001 1.80545 3.15151
H 2.98851 0.22246 2.42784
H 4.40111 0.23376 3.26993
H 2.90380 2.37560 1.00143
H 4.16551 3.46125 1.24446
H 3.44983 3.60143 -0.90810
H 5.16320 3.24789 -0.86589
H 4.19416 1.61920 -2.53094
H 3.08995 1.19662 -1.43701
H 4.72235 -0.83094 -2.66583
H 3.56005 -1.20967 -1.38864
H 5.20947 -1.82448 -1.29681
H 7.27157 0.31121 -0.82389
H 6.73619 1.83924 -1.40114
H 6.83689 0.41448 -2.47606
H 4.92808 -1.50842 1.19668
C 5.32081 -4.46156 0.77873
C 3.81454 -4.57230 1.02028
C 3.31571 -5.96942 0.92919
C 3.43906 -4.09798 2.45016
C 2.02738 -3.68783 2.78382
C 1.53923 -2.72239 1.66031
C 1.78200 -3.18580 0.18594
C 0.66142 -4.22650 -0.19739
C 1.64589 -1.94909 -0.64753
N 3.21429 -3.71703 0.03664
O 3.66498 -3.89026 -1.22532
H 5.75270 -4.91157 -0.11516
H 5.58778 -3.40558 0.73690
H 6.04664 -4.66000 1.56733
H 3.87090 -6.78859 1.38617
H 2.26675 -5.97643 1.22538
H 3.21556 -6.29190 -0.10718
H 3.59458 -4.93499 3.13085
H 4.20624 -3.38337 2.74829
H 1.48411 -4.62966 2.70676
H 1.77747 -3.26038 3.75486
H 2.11683 -1.80791 1.79523
H 0.48298 -2.59411 1.89696
H 0.99648 -4.75709 -1.08863
H -0.24130 -3.77245 -0.60610
H 0.30207 -4.81841 0.64440
H 1.61093 -2.20055 -1.70755
H 2.32329 -1.12864 -0.41074
H 0.67121 -1.47877 -0.51754
H 3.99893 -3.04445 -1.53301
C -5.17576 -0.16501 -0.73687
C -5.19299 -1.31810 -1.76721
C -6.21246 -0.87217 -2.92466
C -3.74765 -1.46874 -2.35984
C -3.53397 -2.66439 -3.24459
C -3.80781 -3.89080 -2.47751
C -5.14617 -3.90457 -1.66892
C -6.48132 -4.19491 -2.42689
C -4.89478 -5.00189 -0.57414
N -5.50985 -2.61081 -1.14845
O -6.57545 -2.53587 -0.35056
H -5.26379 0.89011 -0.99582
H -6.04207 -0.16746 -0.07537
H -4.37927 -0.43549 -0.04365
H -7.23336 -1.18523 -2.70588
H -6.08626 0.16908 -3.22125
H -6.00226 -1.34329 -3.88485
H -3.63362 -0.59712 -3.00433
H -3.02168 -1.42436 -1.54799
H -4.27863 -2.54476 -4.03153
H -2.47017 -2.65598 -3.48201
H -2.93436 -4.01361 -1.83711
H -3.69314 -4.63637 -3.26432
H -7.09913 -4.82221 -1.78432
H -6.18284 -4.78970 -3.29015
H -7.03115 -3.39682 -2.92570
H -5.82363 -5.50932 -0.31367
H -4.35546 -4.65057 0.30553
H -4.22322 -5.72447 -1.03782
H -7.33451 -2.57930 -0.93668
C 0.90899 2.99481 -3.20077
C 0.17870 1.86520 -4.05870
C -1.22259 2.46291 -4.68681
C 1.02734 1.60991 -5.33314
C 0.85417 0.25270 -5.97685
C 0.93594 -0.92864 -4.99320
C 0.45959 -0.67788 -3.49638
C -0.49960 -1.87177 -3.11031
C 1.69639 -0.58730 -2.63054
N -0.27415 0.55946 -3.46933
O -0.93172 0.76065 -2.37578
H 1.08222 3.92335 -3.74474
H 0.52218 3.20476 -2.20356
H 1.88594 2.55737 -2.99507
H -1.92886 2.61616 -3.87085
H -0.94733 3.38453 -5.19959
H -1.73169 1.82946 -5.41320
H 0.70681 2.33700 -6.07927
H 2.08365 1.76751 -5.11526
H -0.16182 0.21985 -6.37029
H 1.44467 0.18376 -6.89045
H 1.96817 -1.27355 -4.93286
H 0.40021 -1.72453 -5.51054
H -1.08921 -1.73801 -2.20335
H 0.06236 -2.79006 -3.28079
H -1.31039 -1.82990 -3.83760
H 2.25660 -1.52209 -2.65112
H 1.67822 -0.27966 -1.58501
H 2.34774 0.19357 -3.02310
H -0.22750 0.63193 -1.73617
C -2.63327 2.87003 2.50899
C -2.88322 4.17498 3.33138
C -3.65393 5.13124 2.43504
C -3.77993 3.86040 4.42613
C -3.05836 3.14077 5.64476
C -1.78321 3.90700 6.08148
C -0.77116 4.21381 4.92081
C 0.28013 5.23410 5.34015
C -0.09997 2.89883 4.58679
N -1.51829 4.68716 3.72786
O -0.73931 5.18043 2.63376
H -1.74168 3.10842 1.92900
H -2.42711 2.01844 3.15735
H -3.41805 2.67572 1.77794
H -2.94020 5.49203 1.69441
H -4.44894 4.52771 1.99709
H -3.88997 6.08162 2.91378
H -4.06504 4.82072 4.85574
H -4.71202 3.59737 3.92599
H -3.59588 3.14458 6.59300
H -2.91929 2.06608 5.52729
H -1.30037 3.47523 6.95814
H -2.02069 4.85352 6.56705
H -0.20607 6.20962 5.34913
H 1.05503 5.51410 4.62654
H 0.66282 5.09962 6.35186
H 0.53874 2.51139 5.38054
H 0.57090 3.15662 3.76730
H -0.74182 2.06406 4.30528
H -1.15986 6.04315 2.61273
C -2.92165 -0.13292 -0.58098
C -2.11258 0.31188 0.66315
C -3.06665 0.85580 1.73302
C -1.39060 -0.99444 1.18814
C -0.17841 -0.76454 1.99931
C 0.83065 0.10467 1.25055
C 0.22500 1.44119 0.68090
C 0.18310 2.43292 1.93202
C 1.16592 2.06149 -0.42656
N -1.10940 1.31508 0.07671
O -1.68393 2.55952 -0.37524
H -3.74345 0.53313 -0.84388
H -2.34970 -0.10058 -1.50831
H -3.36215 -1.12988 -0.56982
H -4.09917 0.50852 1.69563
H -2.70760 0.60362 2.73082
H -3.11648 1.92485 1.52630
H -2.07926 -1.58415 1.79319
H -1.32759 -1.68844 0.35000
H -0.48098 -0.30821 2.94181
H 0.21830 -1.71369 2.35965
H 1.28653 -0.34770 0.36985
H 1.61923 0.30384 1.97620
H -0.63441 2.08707 2.56458
H -0.16759 3.43007 1.66588
H 1.15143 2.46915 2.43113
H 2.07061 2.60044 -0.14518
H 0.68425 2.80756 -1.05859
H 1.38171 1.21394 -1.07709
H -1.87817 2.33250 -1.28756

Results
Structure (SMILES) = CC1(C)CCCC(C)(C)N1O.CC1(C)CCCC(C)(C)N1O.CC1(C)CCCC(C)(C)N1O.CC1(C)CCCC(C)(C)N1O.CC1(C)CCCC(C)(C)N1O.CC1(C)CCCC(C)(C)N1O
Multiplicity = 1
Kohn-Sham gap = 0.28879 Ha
HOMO energy = -7.28 eV

Results of the Löwdin charge analysis, in e, for atoms 1 through 99: -0.004 -0.440 0.006 -0.153 -0.143 -0.175 -0.402 -0.018 -0.006 -0.132 0.000 0.066 0.077 0.071 0.088 0.034 0.077 0.062 0.126 0.115 0.104 0.127 0.062 0.100 0.027 0.087 0.076 0.064 0.078 0.077 -0.022 -0.524 -0.039 -0.136 -0.140 -0.132 -0.349 0.005 -0.144 -0.121 0.002 0.090 0.060 0.087 0.094 0.070 0.088 0.118 0.112 0.099 0.121 0.111 0.069 0.085 0.057 0.078 0.058 0.071 0.087 0.050 -0.120 -0.370 -0.012 -0.179 -0.200 -0.136 -0.424 -0.020 -0.015 -0.183 0.018 0.117 0.093 0.034 0.066 0.079 0.059 0.143 0.030 0.116 0.065 0.116 0.126 0.075 0.080 0.072 0.070 0.085 0.072 0.086 -0.001 -0.361 -0.014 -0.160 -0.175 -0.090 -0.400 0.006 -0.107

---

(2)
Density functional theory data (ωB97M-V/def2-TZVPD) for C54H118Cl2F3KN12O18P4 as an isolated structure at a distorted geometry.

Atoms and positions in Å:
K 0.37679 3.86009 -0.80823
C 0.24911 0.55595 -1.73702
O -0.08864 1.16396 -0.49188
O 0.73418 1.64394 -2.54793
C 1.19507 -0.72063 -1.55140
F 1.21295 -1.53683 -2.58733
F 2.43126 -0.33858 -1.27171
F 0.78040 -1.43354 -0.49372
C -1.34782 0.74498 0.05253
C -1.32376 1.20674 1.51771
H -0.46975 0.75279 2.02039
H -1.31839 2.29592 1.55963
H -2.21024 0.87188 2.05634
H -1.45710 -0.33889 0.01521
H -2.16158 1.24653 -0.47124
H -0.72273 0.24280 -2.11854
Cl 5.41561 3.14613 -1.81364
C 3.89680 2.48990 -2.46484
C 4.23949 1.45800 -3.57343
Cl 4.66694 2.29068 -5.15615
H 3.23484 3.31287 -2.73434
H 3.39396 2.03112 -1.61352
H 3.43802 0.72616 -3.67426
H 5.02017 0.78841 -3.21250
O 2.72532 3.59475 0.89279
P 3.15777 3.04922 2.22331
N 1.91931 3.01633 3.38005
C 1.89844 2.33160 4.70497
C 1.03814 4.20578 3.35855
N 4.30124 4.06077 3.04615
C 5.00763 3.58826 4.30096
C 4.19011 5.51370 2.93386
N 3.70209 1.41524 2.18723
C 2.74329 0.39001 1.92419
C 5.03692 1.12317 1.50954
H 0.90134 2.18259 5.11931
H 2.44181 3.02230 5.34980
H 2.40672 1.36759 4.72583
H 1.53855 5.15439 3.55309
H 0.24275 4.22693 4.10353
H 0.63215 4.28589 2.35017
H 4.57714 4.03757 5.19591
H 4.80981 2.51906 4.37687
H 6.08876 3.72361 4.27031
H 3.64162 5.96022 3.76324
H 5.19889 5.92491 2.89705
H 3.66188 5.73709 2.00695
H 2.34774 0.51358 0.91604
H 3.19977 -0.59978 1.91893
H 1.97200 0.26598 2.68434
H 5.41970 0.21283 1.97091
H 5.73911 1.95459 1.44817
H 5.02991 0.92446 0.43784
O -3.37264 -4.02862 5.11432
P -4.19497 -3.85160 3.91866
N -4.48322 -5.34306 3.03950
C -3.39859 -6.18743 2.36825
C -5.55579 -6.17186 3.64298
N -3.49800 -2.87121 2.68490
C -2.47996 -1.89282 2.96587
C -3.97676 -2.94455 1.28590
N -5.66262 -3.15420 4.21720
C -5.85498 -2.42798 5.47514
C -6.60054 -2.81688 3.15572
H -3.74897 -7.13758 1.96509
H -2.47949 -6.23614 2.95218
H -3.02916 -5.64809 1.49605
H -5.22773 -6.50522 4.62752
H -5.74067 -7.03591 3.00473
H -6.49631 -5.62107 3.63035
H -2.88447 -0.88371 2.88720
H -2.07614 -2.04930 3.96614
H -1.66831 -2.01255 2.24823
H -4.81129 -2.24950 1.19338
H -3.16448 -2.82812 0.56844
H -4.45587 -3.90488 1.09532
H -5.15117 -2.69709 6.26275
H -5.84929 -1.35192 5.30147
H -6.80810 -2.71987 5.91613
H -6.27179 -1.96883 2.55503
H -7.56989 -2.74052 3.64829
H -6.75326 -3.71481 2.55697
O 2.40468 -6.41148 2.09433
P 2.95331 -5.29520 2.87674
N 4.12032 -4.31958 2.06636
C 4.68678 -3.06169 2.41102
C 4.79531 -4.98090 0.92635
N 3.78273 -5.86832 4.26199
C 4.15085 -4.99993 5.36827
C 4.32031 -7.25277 4.30130
N 1.79647 -4.16690 3.43835
C 1.20230 -3.04764 2.61627
C 0.78724 -4.70763 4.38046
H 3.87329 -2.42742 2.76323
H 5.03921 -2.57329 1.50252
H 5.50589 -3.14053 3.12581
H 4.53031 -4.44865 0.01279
H 4.51083 -6.02103 0.76730
H 5.87865 -4.86409 0.89777
H 3.70657 -4.00759 5.29088
H 3.89631 -5.53237 6.28469
H 5.24006 -4.97665 5.40287
H 5.40198 -7.29424 4.42921
H 3.75979 -7.90846 4.96762
H 4.15095 -7.71291 3.32782
H 1.68307 -2.94552 1.64337
H 0.15864 -3.31184 2.44575
H 1.27385 -2.08364 3.11995
H 0.31988 -5.46066 3.74594
H 0.06658 -3.91037 4.56249
H 1.28907 -5.07385 5.27609
O -2.21154 4.46777 0.74227
P -3.42813 5.37850 1.01402
N -3.91778 6.38540 -0.28405
C -5.25647 6.83885 -0.58719
C -2.82395 6.82123 -1.12768
N -3.23278 6.53017 2.33354
C -2.11318 6.47601 3.24545
C -4.29160 7.52826 2.66556
N -4.84593 4.56477 1.38178
C -5.24840 3.52167 0.37025
C -5.18172 4.20344 2.74262
H -5.87198 6.02847 -0.97773
H -5.17022 7.43116 -1.49814
H -5.83296 7.35332 0.18162
H -1.96949 7.11537 -0.51818
H -2.92290 7.76381 -1.66604
H -2.58860 5.99672 -1.80065
H -1.26222 6.06530 2.70204
H -1.88554 7.48178 3.59862
H -2.32340 5.76773 4.04685
H -5.25865 7.03434 2.76016
H -4.06809 7.97394 3.63485
H -4.39269 8.35120 1.95799
H -6.33269 3.46883 0.46844
H -4.96925 3.80767 -0.64385
H -4.81997 2.52377 0.46369
H -4.59245 3.35635 3.09376
H -6.15413 3.71153 2.71901
H -5.23526 4.97995 3.50569
O -0.12490 5.29055 -3.19603
C 0.37843 5.16093 -4.33269
O 1.51546 5.80784 -4.76091
C 1.76126 5.48422 -6.13561
C 1.14753 4.09236 -6.30459
C -0.05811 4.18167 -5.40707
H 2.81577 5.60353 -6.38438
H 1.32487 6.25476 -6.77116
H 1.79628 3.27968 -5.97782
H 0.84277 3.83636 -7.31933
H -0.19278 3.22450 -4.90330
H -0.97963 4.56056 -5.84905
O -4.88773 -3.13222 -5.49504
C -3.94196 -2.69387 -4.90515
O -4.13243 -2.44400 -3.60511
C -2.92226 -2.13061 -2.88950
C -2.06273 -1.65187 -4.03483
C -2.54390 -2.36501 -5.35916
H -2.54488 -3.03409 -2.41052
H -3.11556 -1.45969 -2.05249
H -0.99094 -1.83613 -3.96120
H -2.07582 -0.56211 -4.05431
H -1.88916 -3.22504 -5.49975
H -2.61203 -1.61880 -6.15076
O -6.50323 4.35268 -3.61986
C -5.44956 3.78194 -3.54222
O -4.30135 4.50531 -3.43088
C -3.18842 3.59121 -3.44948
C -3.75898 2.31956 -2.95736
C -5.11850 2.33304 -3.59812
H -2.32168 3.95465 -2.89742
H -2.88917 3.33470 -4.46573
H -3.77615 2.20666 -1.87335
H -3.14544 1.48185 -3.28889
H -5.85008 1.68150 -3.12021
H -5.10025 2.02930 -4.64478
O -0.01836 -4.55946 -4.05002
C 0.56311 -4.86991 -3.00363
O 1.88195 -5.16360 -3.00639
C 2.39728 -5.49905 -1.68923
C 1.18904 -5.41165 -0.77698
C 0.09069 -4.76592 -1.61183
H 3.23561 -4.81615 -1.55156
H 2.82455 -6.50038 -1.63581
H 1.43413 -4.89848 0.15291
H 0.86582 -6.44256 -0.63258
H 0.17879 -3.69324 -1.43950
H -0.89162 -5.16175 -1.35402
O 7.47860 0.42261 -2.09404
C 6.87617 -0.60671 -2.35098
O 6.79996 -1.15601 -3.52687
C 6.29036 -2.44178 -3.47681
C 5.42338 -2.45428 -2.18066
C 6.22369 -1.55419 -1.28242
H 7.07733 -3.18606 -3.35493
H 5.70403 -2.77840 -4.33180
H 5.30051 -3.48792 -1.85725
H 4.43048 -2.04478 -2.36662
H 7.00583 -2.12306 -0.77970
H 5.67119 -1.02409 -0.50666
O -0.32076 -2.14753 -7.63286
C 0.53837 -1.66135 -6.89629
O 0.38715 -0.33766 -6.54207
C 1.23598 -0.04985 -5.46524
C 2.41752 -1.01281 -5.66918
C 1.77308 -2.26171 -6.21578
H 0.76353 -0.20920 -4.49596
H 1.57339 0.98621 -5.49376
H 2.91482 -1.20720 -4.71891
H 3.21215 -0.59040 -6.28419
H 1.48811 -2.86054 -5.35073
H 2.30506 -2.91693 -6.90554

Results
Multiplicity = 2
Total charge = -1
Kohn-Sham gap (alpha / beta) = 0.05110 / 0.29300 Ha
HOMO energy (alpha / beta) = 0.27 / -6.33 eV
Expectation value of S² = 0.751

Results of the Löwdin charge analysis, in e, for atoms 1 through 99: 0.584 -0.397 -0.198 -0.292 -0.577 0.152 0.140 0.124 -0.235 -0.049 0.069 0.049 0.044 0.101 0.103 0.117 0.572 -0.632 -0.583 0.521 0.063 0.040 0.041 0.034 -0.348 0.625 -0.285 -0.140 -0.115 -0.292 -0.105 -0.136 -0.269 -0.135 -0.080 0.055 0.058 0.057 0.059 0.074 0.055 0.066 0.055 0.071 0.064 0.076 0.072 0.073 0.056 0.066 0.071 0.076 0.044 -0.298 0.554 -0.290 -0.081 -0.134 -0.291 -0.136 -0.115 -0.318 -0.129 -0.126 0.075 0.065 0.047 0.078 0.069 0.058 0.054 0.069 0.057 0.050 0.070 0.058 0.071 0.065 0.071 0.060 0.083 0.069 -0.292 0.576 -0.289 -0.129 -0.108 -0.310 -0.139 -0.103 -0.299 -0.091 -0.090 0.056 0.069 0.083 0.035 0.075 0.079